186
Properties=species:S:1:pos:R:3 method="wB97M-V/def2-TZVPD" homo_ev=-10.3 energy_ev=-186065.3268 orbital_gap_ev=10.51 max_force_ev_per_a=5.1 charge=0 spin_multiplicity=1
C -13.465 22.408 -5.071
C -14.424 22.395 -3.829
C -13.629 22.880 -2.630
S -12.173 23.815 -3.209
O -10.877 23.180 -2.894
O -12.405 25.205 -2.920
C -12.612 23.709 -5.029
H -14.137 22.165 -5.894
H -12.761 21.598 -4.878
H -14.790 21.368 -3.829
H -15.231 23.104 -4.012
H -13.288 22.029 -2.041
H -14.190 23.566 -1.996
H -11.784 23.982 -5.684
H -13.451 24.401 -5.094
C -13.961 13.662 -3.575
C -12.478 14.027 -3.358
C -11.704 14.002 -4.683
S -12.975 14.371 -6.008
O -13.004 13.262 -6.950
O -12.825 15.769 -6.343
C -14.477 14.139 -4.891
H -14.597 13.865 -2.713
H -14.031 12.575 -3.611
H -12.040 13.408 -2.575
H -12.389 15.048 -2.987
H -11.364 12.989 -4.897
H -10.752 14.516 -4.812
H -15.099 13.402 -5.399
H -14.938 15.126 -4.835
C -3.428 10.850 -1.371
C -2.919 9.540 -0.822
C -3.634 8.388 -1.631
S -4.659 9.208 -2.802
O -5.980 8.477 -2.848
O -3.995 9.538 -4.029
C -4.795 10.596 -1.743
H -2.836 11.235 -2.202
H -3.438 11.751 -0.757
H -3.231 9.417 0.215
H -1.838 9.441 -0.922
H -4.321 7.958 -0.902
H -3.111 7.631 -2.215
H -5.558 10.409 -0.988
H -5.075 11.416 -2.404
C -6.021 17.736 -7.946
C -6.587 19.220 -7.780
C -6.565 19.469 -6.358
S -5.152 18.628 -5.609
O -5.603 17.652 -4.603
O -4.115 19.557 -5.314
C -4.721 17.757 -7.210
H -5.940 17.575 -9.021
H -6.698 16.901 -7.769
H -7.581 19.282 -8.223
H -5.939 19.878 -8.358
H -7.429 19.082 -5.819
H -6.610 20.523 -6.084
H -4.332 16.759 -7.009
H -3.923 18.328 -7.685
C -3.180 25.914 -7.265
O -4.208 26.488 -8.184
C -5.254 27.290 -7.774
O -6.220 27.558 -8.511
O -4.971 27.846 -6.548
C -5.827 28.668 -5.858
H -3.629 25.544 -6.343
H -2.483 26.693 -6.956
H -2.744 24.995 -7.657
H -5.939 29.492 -6.563
H -5.264 29.074 -5.018
H -6.729 28.126 -5.573
C -3.360 22.135 -14.492
O -3.877 20.874 -14.913
C -3.154 19.858 -14.723
O -1.926 19.831 -14.585
O -3.984 18.816 -14.788
C -3.536 17.519 -14.340
H -2.496 22.093 -13.829
H -3.997 22.920 -14.085
H -3.043 22.526 -15.459
H -4.361 16.807 -14.374
H -3.246 17.528 -13.289
H -2.665 17.149 -14.880
C -10.046 12.181 -13.260
O -9.883 10.950 -12.538
C -8.979 10.916 -11.523
O -8.073 11.663 -11.235
O -9.185 9.758 -10.945
C -8.414 9.428 -9.743
H -10.226 12.903 -12.463
H -10.903 11.957 -13.894
H -9.086 12.371 -13.739
H -8.747 8.539 -9.206
H -8.432 10.198 -8.972
H -7.359 9.371 -10.009
C 2.496 14.779 -13.898
O 2.238 14.622 -12.495
C 1.927 13.455 -11.912
O 1.998 12.289 -12.269
O 1.726 13.856 -10.701
C 2.005 12.939 -9.675
H 1.611 15.191 -14.384
H 2.752 13.824 -14.356
H 3.244 15.537 -14.128
H 3.074 12.823 -9.499
H 1.471 11.995 -9.778
H 1.527 13.377 -8.799
C -7.279 18.699 3.942
C -8.792 19.147 3.970
O -9.315 18.629 5.173
P -10.751 19.169 5.732
O -11.359 20.352 4.957
O -11.683 17.845 5.715
C -11.170 16.584 6.075
C -11.747 16.220 7.412
O -10.516 19.564 7.304
C -9.455 19.048 8.041
C -8.328 20.011 8.169
H -7.263 17.674 3.573
H -6.816 19.301 3.160
H -6.786 18.943 4.883
H -8.793 20.222 4.148
H -9.449 18.839 3.156
H -11.425 15.785 5.378
H -10.091 16.458 5.990
H -12.835 16.265 7.360
H -11.423 15.237 7.756
H -11.573 16.906 8.241
H -9.745 19.011 9.091
H -8.962 18.146 7.680
H -8.160 20.472 7.196
H -8.515 20.853 8.836
H -7.401 19.559 8.522
C -4.883 28.920 5.839
C -4.425 30.316 5.254
O -3.301 30.178 4.338
P -3.649 29.977 2.791
O -4.340 31.121 2.100
O -2.265 29.630 2.064
C -1.405 30.691 1.790
C -0.160 30.677 2.677
O -4.418 28.553 2.563
C -4.847 28.053 1.371
C -3.824 27.068 0.768
H -4.153 28.165 5.547
H -4.975 28.967 6.924
H -5.894 28.544 5.683
H -5.192 31.014 4.918
H -3.972 30.849 6.090
H -1.125 30.608 0.740
H -1.945 31.638 1.813
H 0.557 29.890 2.442
H 0.349 31.629 2.525
H -0.307 30.574 3.752
H -5.783 27.528 1.560
H -5.223 28.786 0.658
H -3.566 26.329 1.526
H -4.145 26.560 -0.141
H -2.971 27.711 0.549
C -16.727 21.293 -20.770
C -15.918 20.685 -19.693
O -14.607 21.177 -19.534
P -14.094 22.189 -18.376
O -12.917 23.034 -18.703
O -13.823 21.278 -17.071
C -12.969 21.757 -16.075
C -11.676 20.973 -16.326
O -15.406 22.951 -17.855
C -15.862 24.124 -18.571
C -17.365 24.375 -18.129
H -16.729 22.380 -20.691
H -16.170 20.969 -21.649
H -17.696 20.832 -20.956
H -16.369 20.708 -18.701
H -15.774 19.615 -19.843
H -12.636 22.788 -16.191
H -13.453 21.571 -15.116
H -10.744 21.047 -15.766
H -11.700 19.885 -16.276
H -11.464 21.305 -17.343
H -15.076 24.841 -18.334
H -15.854 24.173 -19.660
H -18.012 23.765 -18.759
H -17.507 24.304 -17.051
H -17.483 25.399 -18.484